Density functional theory data (ωB97M-V with the def2-TZVPD basis set) for a molecular structure, C5H20BaO5.

Computed properties:
Lowest unoccupied orbital energy   -6.49 eV
Energy above the lowest of the compared OMol25 structures with the same formula, charge and spin   0.040 eV
Charge   +2

The geometry in XYZ format:
```
31
C5H20BaO5, DFT ωB97M-V with the def2-TZVPD basis set
Ba -0.220 0.968 -0.635
C 1.242 1.207 2.969
O 1.546 0.812 1.597
H 0.558 2.055 2.939
H 0.837 0.364 3.517
H 2.138 1.584 3.460
H 2.489 0.640 1.535
C -2.474 -1.576 1.194
O -1.560 -0.472 1.332
H -2.503 -2.169 2.104
H -3.490 -1.212 1.011
H -2.158 -2.171 0.341
H -1.422 -0.327 2.272
C 3.407 2.810 -1.766
O 2.535 1.785 -1.220
H 3.008 3.125 -2.727
H 3.434 3.679 -1.109
H 4.411 2.423 -1.913
H 3.086 1.194 -0.699
C 0.876 -2.799 0.225
O 0.373 -1.793 -0.706
H 0.794 -3.791 -0.205
H 1.906 -2.582 0.501
H 0.271 -2.748 1.127
H 0.551 -2.117 -1.596
C -3.316 -0.179 -2.355
O -2.639 0.970 -1.770
H -3.108 -1.055 -1.749
H -4.388 -0.008 -2.417
H -2.963 -0.348 -3.375
H -3.221 1.730 -1.883
```

Density functional theory data (ωB97M-V with the def2-TZVPD basis set) for C4H6Cl2OS in the gas phase at a distorted geometry.

Computed properties:
SMILES string   COCC(=S)C(Cl)Cl
Lowest unoccupied orbital energy   -0.94 eV
Energy above the lowest of the compared OMol25 structures with the same formula, charge and spin   1.152 eV
Charge   0

The geometry in XYZ format:
```
14
C4H6Cl2OS, DFT ωB97M-V with the def2-TZVPD basis set
C 0.449 1.852 -0.808
O 0.301 0.462 -1.076
C -0.845 -0.090 -0.464
C -0.597 -0.759 0.852
S -1.714 -0.660 1.969
C 0.510 -1.710 0.914
Cl 2.011 -0.686 1.155
Cl 0.543 -2.732 -0.565
H 1.221 2.195 -1.574
H 0.735 2.023 0.272
H -0.389 2.482 -1.027
H -1.238 -0.731 -1.209
H -1.475 0.772 -0.167
H 0.487 -2.418 1.727
```

Density functional theory data (ωB97M-V with the def2-TZVPD basis set) for a molecular structure, C4H4N2O at a distorted geometry.

Computed properties:
Lowest unoccupied orbital energy (alpha / beta)   -1.46 / -1.18 eV
Energy above the lowest of the compared OMol25 structures with the same formula, charge and spin   5.559 eV
Charge   0

The geometry in XYZ format:
```
11
C4H4N2O, DFT ωB97M-V with the def2-TZVPD basis set
N 2.499 -0.678 1.334
C 1.759 -0.539 0.453
C 0.820 -0.366 -0.643
O -0.233 -1.057 -0.693
C -1.687 -0.308 0.117
C -1.107 1.009 0.389
N -1.992 1.649 0.902
H 1.166 0.200 -1.512
H 0.020 1.140 0.090
H -2.427 -0.381 -0.675
H -1.842 -0.970 0.965
```

Density functional theory data (ωB97M-V with the def2-TZVPD basis set) for C4H3NO in the gas phase at a distorted geometry.

Computed properties:
SMILES string   O=C1C=CN=C1
Lowest unoccupied orbital energy   -1.39 eV
Energy above the lowest of the compared OMol25 structures with the same formula, charge and spin   0.559 eV
Charge   0

The geometry in XYZ format:
```
9
C4H3NO, DFT ωB97M-V with the def2-TZVPD basis set
O 2.228 -0.069 -0.055
C 1.030 -0.097 0.088
C 0.059 1.070 -0.001
C -1.119 0.473 -0.029
N -1.083 -0.936 -0.039
C 0.141 -1.250 0.032
H 0.317 2.079 -0.005
H -2.073 1.017 0.044
H 0.501 -2.286 -0.035
```

Density functional theory data (ωB97M-V with the def2-TZVPD basis set) for C3H8N2OS in the gas phase at a distorted geometry.

Computed properties:
SMILES string   [H]/N=C(/NOC)SC
Lowest unoccupied orbital energy   0.77 eV
Energy above the lowest of the compared OMol25 structures with the same formula, charge and spin   3.246 eV
Charge   0

The geometry in XYZ format:
```
15
C3H8N2OS, DFT ωB97M-V with the def2-TZVPD basis set
H -2.234 -0.904 -2.690
N -2.258 -0.466 -1.768
C -1.135 -0.398 -1.161
N -1.167 0.101 0.215
O -0.323 1.222 0.468
C 0.215 1.049 1.787
S 0.377 -0.913 -1.876
C 1.649 -0.772 -0.647
H -2.139 0.301 0.453
H 0.658 0.036 1.980
H -0.546 1.128 2.587
H 1.027 1.827 1.897
H 1.427 -1.337 0.255
H 1.868 0.257 -0.379
H 2.580 -1.131 -1.121
```

Density functional theory data (ωB97M-V with the def2-TZVPD basis set) for C5H8O in the gas phase.

Computed properties:
Lowest unoccupied orbital energy   -0.49 eV
Energy above the lowest of the compared OMol25 structures with the same formula, charge and spin   4.435 eV
Charge   0

The geometry in XYZ format:
```
14
C5H8O, DFT ωB97M-V with the def2-TZVPD basis set
C 0.239 -1.952 0.156
C -0.395 -0.792 0.784
C 0.676 0.377 0.719
C 0.265 1.132 -0.560
C -0.850 0.237 -1.122
O -1.486 -0.285 0.031
H 1.015 -2.292 0.865
H -0.395 -0.599 -1.681
H -0.734 -0.961 1.816
H 0.572 0.998 1.615
H 1.710 0.020 0.688
H -0.123 2.124 -0.312
H 1.099 1.251 -1.261
H -1.593 0.742 -1.737
```

Please write out number 2 again, unchanged.
Density functional theory data (ωB97M-V with the def2-TZVPD basis set) for C4H6Cl2OS in the gas phase at a distorted geometry.

Computed properties:
SMILES string   COCC(=S)C(Cl)Cl
Lowest unoccupied orbital energy   -0.94 eV
Energy above the lowest of the compared OMol25 structures with the same formula, charge and spin   1.152 eV
Charge   0

The geometry in XYZ format:
```
14
C4H6Cl2OS, DFT ωB97M-V with the def2-TZVPD basis set
C 0.449 1.852 -0.808
O 0.301 0.462 -1.076
C -0.845 -0.090 -0.464
C -0.597 -0.759 0.852
S -1.714 -0.660 1.969
C 0.510 -1.710 0.914
Cl 2.011 -0.686 1.155
Cl 0.543 -2.732 -0.565
H 1.221 2.195 -1.574
H 0.735 2.023 0.272
H -0.389 2.482 -1.027
H -1.238 -0.731 -1.209
H -1.475 0.772 -0.167
H 0.487 -2.418 1.727
```

Q: Look up the energy above the lowest of the compared OMol25 structures with the same formula, charge and spin of the first one.
A: 0.040 eV

Q: Which of these has the highest energy above the lowest of the compared OMol25 structures with the same formula, charge and spin?
A: C4H4N2O

Q: charge of number 2 (C4H6Cl2OS)?
A: 0